ORCA calculation (the ωB97M-V functional and the def2-TZVPD basis) on a molecular structure, C27H33BrIrN3O2Se2 at a distorted geometry.

The spin multiplicity is 5. As for the charge: +2. The calculation puts the energy relative to the best compared isomer or geometry (same formula, charge and spin) at 32.4 kcal per mole. Its orbital gap (spin up / spin down) is 7.80 / 3.80 eV. The HOMO energy (spin up / spin down) comes out at -12.62 / -12.62 eV.

Cartesian coordinates (Å):
1 Ir -1.67 -0.58 0.36
2 C -1.94 -0.94 4.09
3 Se -0.63 -1.28 2.70
4 C -0.87 -3.23 2.59
5 C -2.12 -3.65 1.86
6 Se -2.14 -3.10 -0.03
7 C -4.01 -3.51 -0.34
8 H -1.56 -1.36 5.01
9 H -2.89 -1.38 3.83
10 H -2.05 0.14 4.19
11 H -0.91 -3.57 3.63
12 H 0.04 -3.64 2.14
13 H -3.01 -3.23 2.32
14 H -2.22 -4.74 1.87
15 H -4.14 -4.58 -0.22
16 H -4.26 -3.22 -1.36
17 H -4.63 -2.97 0.37
18 C -2.22 -0.65 -3.13
19 O -1.16 -0.78 -2.18
20 C 0.13 -0.66 -2.64
21 C 0.47 -0.50 -3.97
22 C 1.82 -0.42 -4.31
23 Br 2.28 -0.23 -6.14
24 C 2.81 -0.49 -3.36
25 C 2.46 -0.62 -2.01
26 C 1.12 -0.73 -1.67
27 O 0.72 -0.93 -0.35
28 C 3.54 -0.69 -1.02
29 N 4.71 -1.19 -1.27
30 C 5.45 -1.05 -0.12
31 C 6.77 -1.42 0.15
32 C 7.27 -1.14 1.40
33 C 6.49 -0.51 2.38
34 C 5.17 -0.15 2.14
35 C 4.67 -0.44 0.88
36 N 3.43 -0.24 0.29
37 H -2.16 0.32 -3.64
38 H -3.14 -0.69 -2.57
39 H -2.18 -1.46 -3.86
40 H -0.27 -0.44 -4.75
41 H 3.86 -0.43 -3.62
42 H 1.48 -1.25 0.17
43 H 7.36 -1.91 -0.61
44 H 8.29 -1.40 1.64
45 H 6.92 -0.31 3.35
46 H 4.58 0.34 2.91
47 H 2.73 0.39 0.65
48 C 0.16 2.61 1.40
49 N -0.20 3.30 0.19
50 C -0.39 4.72 0.29
51 C -0.90 2.57 -0.85
52 C -2.37 2.36 -0.48
53 C -3.24 3.43 -0.71
54 C -4.59 3.31 -0.44
55 C -5.08 2.11 0.06
56 C -4.21 1.04 0.27
57 C -2.84 1.14 0.04
58 H 1.00 3.11 1.88
59 H 0.40 1.57 1.17
60 H -0.68 2.62 2.10
61 H 0.41 5.17 0.87
62 H -1.34 4.94 0.80
63 H -0.41 5.17 -0.70
64 H -0.41 1.61 -1.01
65 H -0.84 3.16 -1.77
66 H -2.86 4.35 -1.13
67 H -5.26 4.13 -0.65
68 H -6.13 2.00 0.26
69 H -4.63 0.11 0.64

---

ORCA calculation (the ωB97M-V functional and the def2-TZVPD basis) on 6 unconnected molecules or ions with the total composition C27H33F3O9 at a distorted geometry.

The calculation puts the energy relative to the best compared isomer or geometry (same formula, charge and spin) at 1.4 kcal per mole. Its orbital gap is 9.59 eV. The HOMO energy comes out at -9.08 eV.

Cartesian coordinates (Å):
1 C -2.18 2.37 -1.52
2 O -2.69 3.56 -0.83
3 C -1.93 3.92 0.19
4 O -0.86 3.42 0.42
5 O -2.48 4.87 0.93
6 C -1.63 5.31 2.05
7 H -2.36 1.42 -1.01
8 H -1.12 2.51 -1.74
9 H -2.70 2.45 -2.49
10 H -2.20 6.16 2.41
11 H -0.61 5.63 1.71
12 H -1.51 4.56 2.80
13 C 0.20 -2.57 -2.49
14 O 1.16 -1.90 -1.58
15 C 0.76 -0.71 -1.30
16 O -0.29 -0.22 -1.71
17 O 1.73 -0.03 -0.75
18 C 1.29 1.31 -0.30
19 H 0.08 -1.88 -3.33
20 H -0.78 -2.72 -2.05
21 H 0.60 -3.54 -2.74
22 H 2.16 1.75 0.17
23 H 0.37 1.25 0.36
24 H 0.99 1.86 -1.20
25 C 0.85 -8.18 -3.28
26 O 0.30 -6.84 -3.32
27 C 0.31 -6.28 -4.55
28 O 0.59 -6.86 -5.53
29 O -0.16 -5.05 -4.47
30 C -0.43 -4.34 -5.75
31 H 1.80 -8.12 -3.79
32 H 0.17 -8.78 -3.88
33 H 0.81 -8.58 -2.28
34 H -1.42 -3.97 -5.77
35 H -0.28 -5.13 -6.52
36 H 0.33 -3.59 -5.84
37 F 1.90 1.28 5.12
38 C 1.94 0.25 4.26
39 C 1.43 -0.98 4.70
40 C 1.45 -2.06 3.81
41 C 2.04 -1.88 2.59
42 C 2.68 -0.69 2.28
43 C 2.65 0.40 3.07
44 H 0.99 -1.03 5.68
45 H 1.11 -3.04 4.10
46 H 2.08 -2.75 1.92
47 H 3.18 -0.68 1.32
48 H 3.03 1.40 2.87
49 F 4.90 5.83 4.41
50 C 4.28 5.44 3.27
51 C 4.68 4.36 2.55
52 C 4.01 4.03 1.33
53 C 2.98 4.81 0.88
54 C 2.56 5.88 1.66
55 C 3.20 6.19 2.85
56 H 5.56 3.82 2.84
57 H 4.44 3.21 0.74
58 H 2.50 4.59 -0.05
59 H 1.71 6.46 1.34
60 H 2.79 7.00 3.41
61 F -4.74 -2.65 2.52
62 C -4.72 -1.98 1.33
63 C -5.91 -1.40 0.90
64 C -5.91 -0.65 -0.30
65 C -4.79 -0.54 -1.04
66 C -3.63 -1.11 -0.59
67 C -3.53 -1.86 0.59
68 H -6.82 -1.34 1.52
69 H -6.80 -0.12 -0.60
70 H -4.80 0.06 -1.95
71 H -2.73 -1.01 -1.21
72 H -2.56 -2.30 0.88

---

ORCA calculation (the ωB97M-V functional and the def2-TZVPD basis) on a single C27H33FN4O2S molecule.

The calculation puts the energy relative to the best compared isomer or geometry (same formula, charge and spin) at 3.1 kcal per mole. Its orbital gap is 8.51 eV. The HOMO energy comes out at -7.89 eV.

Cartesian coordinates (Å):
1 O 2.25 0.60 -1.08
2 C 1.76 1.29 -0.21
3 N 2.45 1.65 0.90
4 C 3.78 1.15 1.17
5 C 3.74 -0.19 1.91
6 C 5.12 -0.85 1.92
7 N 5.66 -0.96 0.59
8 C 7.04 -1.41 0.54
9 C 7.25 -1.68 -0.95
10 C 5.92 -2.32 -1.36
11 C 4.91 -1.84 -0.31
12 C 0.33 1.82 -0.22
13 C -0.58 0.88 0.58
14 C -0.80 -0.45 -0.16
15 N -1.36 -0.19 -1.46
16 C -2.66 -0.35 -1.81
17 O -3.12 0.15 -2.82
18 C -3.50 -1.20 -0.93
19 C -3.26 -2.47 -0.43
20 C -4.43 -2.85 0.22
21 S -5.10 -4.17 1.12
22 C -6.58 -3.30 1.32
23 C -6.60 -2.07 0.73
24 C -5.36 -1.81 0.09
25 N -4.78 -0.82 -0.63
26 C -5.36 0.46 -0.97
27 C -4.63 1.57 -0.26
28 C -4.07 2.62 -0.98
29 C -3.37 3.62 -0.33
30 C -3.23 3.55 1.04
31 F -2.52 4.51 1.68
32 C -3.77 2.52 1.78
33 C -4.47 1.53 1.12
34 C -0.49 0.61 -2.29
35 C -0.22 1.97 -1.65
36 H 1.97 2.14 1.64
37 H 4.27 1.00 0.21
38 H 4.33 1.89 1.74
39 H 3.40 -0.06 2.93
40 H 3.03 -0.85 1.40
41 H 5.05 -1.83 2.42
42 H 5.81 -0.23 2.50
43 H 7.20 -2.33 1.12
44 H 7.70 -0.63 0.93
45 H 7.38 -0.73 -1.47
46 H 8.11 -2.32 -1.15
47 H 5.63 -2.03 -2.37
48 H 6.00 -3.41 -1.34
49 H 4.48 -2.69 0.23
50 H 4.09 -1.27 -0.76
51 H 0.33 2.80 0.26
52 H -0.14 0.67 1.56
53 H -1.55 1.36 0.74
54 H -1.46 -1.08 0.43
55 H 0.16 -0.96 -0.29
56 H -2.36 -3.04 -0.55
57 H -7.38 -3.76 1.87
58 H -7.44 -1.41 0.75
59 H -5.31 0.60 -2.05
60 H -6.41 0.44 -0.66
61 H -4.17 2.64 -2.05
62 H -2.93 4.44 -0.87
63 H -3.64 2.49 2.85
64 H -4.90 0.71 1.68
65 H -0.99 0.74 -3.26
66 H 0.45 0.08 -2.43
67 H 0.49 2.52 -2.26
68 H -1.16 2.54 -1.60